The following is a DFT calculation (wB97M-V/def2-TZVPD) of a molecular structure, C52H47F4KN11O8Te at a distorted geometry.

```
124
C52H47F4KN11O8Te (wB97M-V/def2-TZVPD)
Te 1.3197 -2.1390 -0.9835
K -1.4045 2.7960 -2.7121
F -2.0044 -2.3585 9.1241
F -0.7116 0.4324 4.6948
F -1.6069 -3.8018 6.8312
F -0.9981 1.5619 6.7570
O -7.8709 0.6194 -2.5085
O -1.8596 0.1274 -2.5851
O -0.8589 -0.2522 -0.3525
O 2.9822 -0.5239 -2.3832
O -5.5796 5.1874 -2.4140
O 0.6783 1.9529 -0.8666
O -3.3353 -1.3240 -3.3469
O -3.3863 4.6877 -2.2718
N -1.8318 3.0283 9.2542
N -0.5178 4.0496 1.4214
N -2.3001 4.8038 3.0568
N -4.0047 2.0008 -2.5314
N 1.1040 -1.6950 -2.8467
N -2.7896 -0.6185 11.5266
N 0.5646 -1.6873 2.4579
N -1.6666 -5.0228 3.8617
N 4.6811 2.1688 -2.9090
N 4.4057 4.2460 -3.9118
N 1.6899 4.2536 -3.3997
C 4.0856 -2.8103 0.0076
C 2.1191 -0.8971 -3.1453
C -1.4780 -5.3060 0.1238
C -1.8271 0.4705 9.2669
C -1.2399 0.3094 6.8179
C 3.2429 -4.4592 -1.5776
C -0.2581 -3.6389 -1.0241
C 3.6117 5.2647 -4.2512
C -6.3543 2.4847 -2.3887
C -1.5856 -2.4727 6.8858
C 0.7939 -4.7638 0.8988
C -0.0850 -2.0877 3.3483
C 5.1635 -3.6453 0.2228
C -0.6452 3.0790 2.5974
C -5.5506 0.1983 -2.6883
C -2.3432 -0.0989 10.5800
C -2.5781 -5.0523 -0.6706
C -1.8139 4.0379 0.7304
C -0.3292 -4.5455 -0.0319
C 3.9140 -1.5274 0.7687
C -2.9677 4.4147 1.7848
C 4.4050 -5.2036 -1.3793
C 6.4718 -5.7842 -0.0146
C -0.8159 -2.5631 4.5398
C 5.3098 -4.8758 -0.4098
C -1.0988 -0.4274 5.6919
C -3.0301 -0.2314 -2.8662
C -1.5509 3.6481 3.6472
C 2.4663 3.2319 -2.9488
C 0.8662 0.0635 -5.1395
C -1.3857 5.9234 2.8328
C 3.3127 -0.0370 -5.2284
C 2.1763 -4.8815 -2.4843
C -2.4911 -4.1486 -1.7315
C 3.1455 -3.2356 -0.9295
C -1.2733 -3.4694 -1.8956
C 2.0386 0.8729 -7.0648
C -4.6302 4.3658 -2.3718
C 2.1017 -0.3077 -4.5266
C -4.2349 0.6989 -2.6622
C 2.2581 5.2814 -4.0611
C -1.6344 -0.4066 8.1666
C -5.0075 2.8731 -2.5024
C 3.8982 3.2300 -3.2933
C -1.8321 1.8773 9.2769
C -1.7360 -1.6968 8.0419
C 0.8548 0.6269 -6.3939
C -1.3522 -3.9374 4.1793
C -1.2051 -1.8489 5.6314
C -0.2204 5.3842 1.9010
C -6.5859 1.0790 -2.5692
C 3.2638 0.5557 -6.4578
H -1.1691 2.1930 2.1036
H -7.2066 3.1706 -2.4058
H 2.1030 1.3430 -8.0158
H 2.4588 -5.4121 -3.3899
H 5.5969 1.9933 -3.3529
H 4.7887 -1.4962 1.4744
H 0.3031 1.1140 -0.5214
H -1.2837 -2.7888 -2.7224
H -1.9281 3.0499 0.3605
H -1.5653 -6.0082 0.8669
H -2.1793 2.8364 3.9714
H 0.3630 2.7484 2.9370
H -8.4345 1.3852 -2.5402
H 1.3202 -5.2708 -1.8926
H 5.9387 -3.1808 0.8723
H -3.5818 3.5716 2.0383
H 1.6492 6.0665 -4.3919
H -0.0082 6.0849 1.1187
H -1.7931 4.8087 -0.0625
H -5.7075 -0.8764 -2.8712
H 4.1863 0.8154 -6.9181
H 0.6762 -5.3428 1.7938
H 7.4283 -5.3324 -0.2160
H 4.3228 -0.1500 -4.8326
H 1.7285 -5.2353 0.4813
H 3.8318 -0.7030 0.0394
H 2.0320 2.4816 -2.2530
H -0.0843 0.7581 -6.9522
H -3.6239 5.1829 1.3744
H -1.5153 -0.4424 0.3161
H -3.5020 -5.6173 -0.4571
H -0.1127 -0.1873 -4.6110
H 1.7590 -3.9485 -2.8801
H 0.7240 5.3847 2.4391
H 4.1744 1.3983 -2.4824
H -1.2559 -0.1692 -1.2294
H -1.9529 6.7623 2.3948
H 4.0362 6.1151 -4.7958
H 6.4298 -6.7234 -0.5414
H -1.0013 6.2727 3.8364
H -3.3083 -3.8401 -2.3980
H 4.3762 -6.2549 -1.8245
H -1.1390 4.0809 4.5211
H 0.3169 2.6601 -0.3054
H 2.9803 -1.5272 1.3690
H 6.3511 -5.9391 1.0657
H 1.4195 -3.9353 1.2925
```

Its frontier orbital gap (spin up / spin down) is 0.25836 / 0.20278 Ha. For the LUMO energy (spin up / spin down), the calculation gives 3.3 / 1.4 eV. Its charge is -2. As for the multiplicity: 2. The expectation value of S² is 0.7923.

The following is a DFT calculation (wB97M-V/def2-TZVPD) of 5 unconnected molecules or ions with the total composition C52H48BFIN5O11 at a distorted geometry.

```
119
C52H48BFIN5O11 (wB97M-V/def2-TZVPD)
I 0.3880 3.3197 4.6592
F 1.4104 -4.8845 -3.8597
O -1.5688 -6.2750 -9.5561
O -1.9050 1.3455 -6.8006
O -1.6880 2.3311 -0.6844
O -1.2415 -1.7596 -3.1804
O 1.6716 4.0615 10.9650
O -3.5453 -2.4204 8.7364
O -2.4833 -4.3997 -10.1048
O -3.9686 -1.5098 6.8291
O 1.1602 2.5554 9.5096
O -2.9374 -0.3793 -7.5812
O -5.8916 -0.2873 2.8401
N -2.4058 0.7107 -7.7108
N -3.2532 -1.7024 7.8011
N -1.8946 -5.1244 -9.3195
N -4.6422 -2.3061 3.5455
N 0.9886 3.6347 10.0535
C -0.1204 4.4717 9.5813
C -2.7891 -2.4481 -0.6121
C 7.7596 -0.4102 -0.1585
C 0.4599 0.3141 7.9410
C 1.3881 -4.9073 -2.4489
C -1.9593 -1.0159 7.8428
C 1.1221 2.8803 0.2159
C 7.7524 0.8592 -0.8610
C 1.5565 -3.4553 -1.8333
C 0.1743 0.7765 -1.0185
C 3.9587 1.8737 -0.5569
C -2.1882 -0.0041 -0.1629
C -1.2858 1.1943 -0.6229
C -1.5605 -4.5759 -8.0012
C -0.8708 -5.3630 -7.0866
C -2.2442 2.3687 -11.5976
C 6.4779 1.5684 -0.9809
C -3.8538 -1.1423 1.3133
C -2.2335 6.0343 8.7265
C -3.7012 -2.3754 0.5221
C 1.6869 -0.9487 -2.1545
C 6.7186 -2.4047 1.0978
C 5.2800 -0.2985 0.2841
C -2.3627 1.2928 -9.0560
C -0.3938 0.5089 6.8633
C 0.3402 -0.4818 -1.7867
C 5.2450 1.0077 -0.4034
C 2.6847 1.0858 -0.9975
C -2.8805 1.1509 -11.3906
C -2.0102 4.7935 8.1426
C 0.6948 3.8652 2.5859
C -1.6086 -0.1587 6.8090
C -1.3936 6.4956 9.7330
C -1.7337 2.5149 -9.2512
C -2.0317 -1.2487 -0.9423
C -0.9492 4.0069 8.5673
C -0.9966 -1.2452 -2.1147
C -1.6501 -2.7691 -6.4243
C 1.3485 1.5836 -0.6136
C 1.8105 -2.3161 -2.9290
C -1.6742 3.0511 -10.5295
C 0.4410 2.6018 1.6365
C -0.3319 5.7133 10.1650
C -2.9415 0.6072 -10.1153
C -1.9482 -3.2783 -7.6818
C 2.8470 -0.1560 -1.7574
C -0.5790 -4.8409 -5.8346
C 6.5387 -1.0161 0.4139
C -1.1086 -1.2235 8.9213
C -3.1005 0.0861 0.9793
C 0.1060 -0.5540 8.9669
C -0.9684 -3.5556 -5.5039
B -4.8530 -1.2072 2.5672
H 1.7184 4.2472 2.3587
H -4.2673 -3.2969 0.8122
H 6.4098 2.5526 -1.5120
H -1.1803 4.0010 -10.6949
H 1.0917 -2.3824 -3.7829
H -5.7356 0.0022 3.7613
H -2.2667 0.0011 5.9644
H -3.1779 1.0316 1.5607
H 2.0827 3.4320 0.4304
H 6.5107 -3.2601 0.4005
H 4.3365 -0.7243 0.6975
H -2.6662 4.4380 7.3571
H 0.3145 6.0804 10.9518
H -1.9512 -1.7647 -6.1613
H 0.4586 3.6235 -0.3077
H -1.3775 -1.8951 9.7266
H -0.1140 1.1863 6.0642
H -3.8436 -2.8856 3.2616
H 0.7761 -0.7046 9.8044
H 0.6313 -3.1703 -1.2618
H 8.6843 1.3164 -1.2777
H -2.1913 2.7875 -12.5962
H 4.1461 2.7791 -1.2021
H 0.4292 -5.3400 -2.0423
H 1.4038 0.8415 7.9823
H 3.7388 2.2941 0.4701
H 0.8531 1.6531 2.0653
H -3.3260 0.6234 -12.2252
H -0.0987 4.6062 2.2913
H 6.1531 -2.5222 2.0549
H -1.2867 3.0538 -8.4257
H -0.7397 -3.1656 -4.5202
H 7.8102 -2.4949 1.3709
H -1.5695 7.4648 10.1835
H 3.8658 -0.5211 -2.0294
H -0.7855 3.0413 8.1046
H 2.8351 -2.4266 -3.3828
H 2.4065 -3.3786 -1.1037
H -3.4367 -0.3437 -9.9649
H 2.2043 -5.5628 -2.0324
H -3.0667 6.6444 8.3964
H -4.3849 -1.8276 4.4217
H -2.4796 -2.6605 -8.3930
H -0.0477 -5.4371 -5.1104
H -0.5604 -6.3706 -7.3320
H 8.7304 -0.9554 -0.0412
H -2.6199 -3.3580 -1.2336
H -0.6792 2.5311 1.5504
```

Its frontier orbital gap is 0.29822 Ha. Its SMILES is Cc1cccc(Cc2cc(CCCF)c3c(c2CCCI)C(=O)c2cc(B(N)O)ccc2C3=O)c1.O=[N+]([O-])c1ccccc1.O=[N+]([O-])c1ccccc1.O=[N+]([O-])c1ccccc1.O=[N+]([O-])c1ccccc1. For the LUMO energy, the calculation gives -0.8 eV. As for the multiplicity: 1.

Number 1: DFT total energy -4481.39464 a.u.. Number 2: DFT total energy -3533.75101 a.u..